Entry 1:
{"formula": "CH2O2S2", "method": "the ωB97M-V functional and the def2-TZVPD basis", "symbols": ["S", "S", "O", "O", "C", "H", "H"], "coordinates": [[0.64321, -1.38168, -0.47343], [-0.93280, 1.08970, -1.22567], [-0.32262, -0.43225, 2.12151], [-0.65279, 0.46676, 1.12157], [-0.14978, -0.05827, -0.27443], [0.25018, -1.22154, 1.76717], [-0.45906, 0.98257, -2.41944]], "lowdin_charge": [0.7943, 0.8811, -0.1218, -0.2669, -1.2123, 0.0597, -0.1341], "gap_ev": 9.49, "multiplicity": 1, "e_lumo_ev": -0.41, "max_force_ev_per_a": 4.2, "relative_energy_ev": 3.306}

Entry 2:
{"formula": "CH2O3", "method": "the ωB97M-V functional and the def2-TZVPD basis", "symbols": ["O", "O", "O", "C", "H", "H"], "coordinates": [[-1.23016, -0.66016, -0.02653], [0.31041, 0.93217, 0.80280], [0.75291, -0.05269, -0.89210], [-0.26400, 0.02636, -0.03599], [-0.43030, 0.83500, 1.41643], [0.86114, -1.08068, -1.26461]], "lowdin_charge": [0.1472, 0.1295, 0.0595, -0.6865, 0.1204, 0.2299], "gap_ev": 11.93, "multiplicity": 1, "e_lumo_ev": 0.37, "max_force_ev_per_a": 6.5, "relative_energy_ev": 1.215}

Entry 3:
{"formula": "CH2O3P2", "method": "the ωB97M-V functional and the def2-TZVPD basis", "symbols": ["P", "P", "O", "O", "O", "C", "H", "H"], "coordinates": [[-0.26971, -1.32770, -1.29932], [0.05605, 1.43324, 0.08030], [0.03061, -2.72752, -1.06386], [1.12370, 2.15986, 0.78167], [-1.16303, 2.00142, -0.59229], [0.02228, -0.33772, 0.37698], [1.04487, -0.65594, 0.78663], [-0.84478, -0.54565, 0.92989]], "lowdin_charge": [0.8716, 0.5664, -0.4685, -0.2972, -0.3265, -0.4524, 0.0856, 0.0209], "gap_ev": 8.81, "multiplicity": 1, "e_lumo_ev": -1.67, "max_force_ev_per_a": 3.6, "relative_energy_ev": 0.590}

Entry 4:
{"formula": "CH2O4S", "method": "the ωB97M-V functional and the def2-TZVPD basis", "symbols": ["S", "O", "O", "O", "O", "C", "H", "H"], "coordinates": [[1.60157, -0.07548, 1.30669], [1.32571, 0.44912, 2.67605], [-1.69751, -1.36584, -1.67642], [2.98659, -0.40590, 1.02413], [-1.18187, 0.21096, 0.09134], [-1.35328, -0.34888, -1.27630], [-0.80119, 1.09760, 0.05382], [-0.88003, 0.43841, -2.19932]], "lowdin_charge": [0.9171, -0.4392, 0.1268, -0.4328, -0.0735, -0.3477, 0.0608, 0.1886], "gap_ev": 9.61, "multiplicity": 1, "e_lumo_ev": -1.60, "max_force_ev_per_a": 7.6, "relative_energy_ev": 1.439}

Entry 5:
{"formula": "CH2O5PS", "method": "the ωB97M-V functional and the def2-TZVPD basis", "symbols": ["S", "P", "O", "O", "O", "O", "O", "C", "H", "H"], "coordinates": [[1.57471, -0.68838, 0.19898], [-2.33639, 0.50530, 0.21097], [1.40801, 0.17665, 1.36913], [2.63018, -0.35881, -0.75377], [1.43547, -2.12133, 0.45965], [-0.12214, 0.35288, -1.76061], [-0.80784, -0.29674, 0.31740], [0.03320, -0.20665, -0.69918], [-1.93175, 1.20618, 1.38995], [-1.88346, 1.43089, -0.73252]], "lowdin_charge": [0.4497, 0.8694, -0.3591, -0.3691, -0.3677, 0.0327, -0.4347, -0.6271, -0.0851, -0.1090], "gap_ev": 8.79, "multiplicity": 1, "total_charge": -1, "e_lumo_ev": 3.50, "max_force_ev_per_a": 3.1, "relative_energy_ev": 0.792}

Entry 6:
{"formula": "CH2OPS2", "method": "the ωB97M-V functional and the def2-TZVPD basis", "symbols": ["S", "S", "P", "O", "C", "H", "H"], "coordinates": [[2.01203, -1.30499, 0.37697], [-2.86913, 0.35676, 0.44938], [0.18900, -1.27658, -0.30673], [-2.78306, -2.13838, -0.44187], [-2.50552, -1.04919, -0.13096], [0.12077, -0.30372, -1.50257], [0.30731, -2.58480, -1.02528]], "lowdin_charge": [-0.2927, 0.6141, 0.0186, -0.0138, -1.0737, -0.1163, -0.1362], "gap_ev": 5.94, "multiplicity": 1, "total_charge": -1, "e_lumo_ev": 3.12, "max_force_ev_per_a": 2.6, "relative_energy_ev": 0.710}

Entry 7:
{"formula": "CH2OS", "method": "the ωB97M-V functional and the def2-TZVPD basis", "symbols": ["S", "O", "C", "H", "H"], "coordinates": [[1.26896, -0.04563, -0.10895], [-1.38167, -0.37867, -0.11836], [-0.46154, 0.38406, -0.03444], [-0.59354, 1.45031, 0.04435], [1.16778, -1.41007, 0.21740]], "lowdin_charge": [0.7337, -0.0264, -0.6873, 0.0610, -0.0810], "gap_ev": 11.01, "multiplicity": 1, "e_lumo_ev": 0.72, "max_force_ev_per_a": 1.5, "relative_energy_ev": 0.077}

Entry 8:
{"formula": "CH2OS2", "method": "the ωB97M-V functional and the def2-TZVPD basis", "symbols": ["S", "S", "O", "C", "H", "H"], "coordinates": [[-0.66163, 2.00557, 0.02015], [-1.92412, -0.78993, 0.04920], [-3.06931, 0.09956, -0.07167], [-0.40090, 0.26734, 0.02474], [0.11901, -0.02511, -0.88888], [0.18928, -0.04181, 0.88914]], "lowdin_charge": [0.6433, 0.8138, -0.5964, -0.9172, 0.0280, 0.0286], "gap_ev": [8.62, 6.58], "multiplicity": 1, "e_lumo_ev": [-0.89, -2.34], "max_force_ev_per_a": 1.8, "relative_energy_ev": 2.593}